A 13-piece molecular cluster, C68H175N13O21 overall, computed with ωB97M-V with the def2-TZVPD basis set.

XYZ file:
```
277
Properties=species:S:1:pos:R:3:mulliken_charge:R:1
C -28.0064 -8.7224 -20.7467 -0.73
O -26.8851 -9.5915 -20.3994 0.24
C -26.2210 -10.3111 -21.4481 -0.87
C -25.1015 -11.2226 -20.8781 -0.36
N -25.6237 -11.8945 -19.7145 0.94
C -26.3593 -13.1375 -20.0512 -1.08
C -27.2165 -13.6881 -18.9265 0.13
O -28.1462 -12.6818 -18.4956 0.15
C -29.2706 -12.5175 -19.3680 -0.95
H -28.9344 -9.2918 -20.7982 0.32
H -27.8783 -8.2019 -21.6958 0.36
H -28.1970 -7.9784 -19.9732 -0.10
H -25.7494 -9.6097 -22.1364 0.59
H -26.9259 -10.9537 -21.9757 0.38
H -24.2402 -10.6576 -20.5216 -0.32
H -24.6671 -11.8750 -21.6356 0.49
H -26.2467 -11.2392 -19.2644 -0.75
H -25.6891 -13.9500 -20.3317 0.51
H -26.9819 -12.9894 -20.9336 0.33
H -26.5384 -13.8635 -18.0914 -0.54
H -27.6026 -14.6755 -19.1795 0.66
H -29.3633 -13.0644 -20.3063 0.37
H -29.2738 -11.4793 -19.6999 -0.09
H -30.2363 -12.6106 -18.8713 0.36
C -23.3819 -22.6974 -17.2662 -0.76
O -24.4666 -21.7788 -17.3813 -0.32
C -24.0558 -20.4811 -17.8859 -0.39
C -25.2279 -19.5461 -17.8538 -0.73
N -24.9252 -18.1497 -18.1135 -0.02
C -26.1881 -17.4122 -18.2767 -0.30
C -27.0422 -17.3487 -17.0274 -0.45
O -28.0361 -16.3035 -17.1556 -0.22
C -28.7681 -16.0030 -15.9427 -0.65
H -22.6458 -22.3504 -16.5410 0.31
H -22.7853 -22.8333 -18.1683 0.30
H -23.6979 -23.7138 -17.0311 0.27
H -23.6483 -20.5459 -18.8947 0.33
H -23.2448 -20.0225 -17.3201 0.19
H -25.7575 -19.7612 -16.9257 0.33
H -25.9955 -19.8367 -18.5710 0.32
H -24.3589 -18.1024 -18.9485 0.22
H -26.7866 -17.7612 -19.1182 0.42
H -25.8017 -16.4042 -18.4273 -0.25
H -26.4136 -17.1822 -16.1526 0.28
H -27.5589 -18.3017 -16.9138 0.36
H -29.4581 -16.8414 -15.8476 0.38
H -29.3810 -15.1052 -16.0225 0.30
H -28.0406 -15.9473 -15.1328 0.13
C -26.0050 -7.0146 -8.4545 -1.27
O -25.4441 -7.9533 -9.4110 0.30
C -25.9895 -7.6517 -10.6814 -0.33
C -25.0758 -6.5896 -11.3490 0.28
N -23.8099 -7.0976 -11.7206 -0.02
C -22.9632 -6.1337 -12.4306 -0.48
C -23.6746 -5.3228 -13.6285 -0.21
O -24.5497 -4.2801 -13.2136 -0.45
C -25.3788 -3.8376 -14.2580 -0.55
H -25.4289 -7.0543 -7.5300 0.26
H -27.0766 -7.1815 -8.3454 0.42
H -25.8809 -5.9630 -8.7130 0.32
H -27.0228 -7.3050 -10.6675 0.83
H -25.9073 -8.5481 -11.2962 -0.72
H -24.9416 -5.7259 -10.6977 0.56
H -25.6219 -6.2913 -12.2439 -0.47
H -23.3807 -7.4718 -10.8864 -0.39
H -22.0300 -6.5625 -12.7958 -0.30
H -22.5542 -5.4145 -11.7210 0.72
H -24.2570 -6.0501 -14.1941 -0.39
H -22.8482 -5.0452 -14.2828 0.81
H -26.0521 -3.1048 -13.8132 0.30
H -25.9146 -4.6313 -14.7785 0.02
H -24.7788 -3.2573 -14.9590 0.41
C -24.2707 -12.1234 -5.5533 -0.57
O -25.5678 -12.5728 -5.7702 -0.35
C -25.6420 -13.8986 -6.2497 -0.46
C -26.9233 -14.1610 -7.0978 -1.07
N -26.9494 -13.5439 -8.3832 0.13
C -26.7681 -12.0799 -8.3494 -1.27
C -27.1722 -11.4300 -9.6357 0.84
O -28.5119 -11.8943 -9.9758 -0.57
C -28.9548 -11.5554 -11.2649 -0.75
H -23.7022 -12.7022 -4.8254 0.42
H -24.1238 -11.0793 -5.2767 0.28
H -23.6414 -12.2821 -6.4290 0.03
H -25.5236 -14.5815 -5.4084 0.45
H -24.7843 -14.0077 -6.9135 0.25
H -27.8163 -13.9216 -6.5204 0.49
H -26.9947 -15.2348 -7.2710 0.45
H -27.8582 -13.7049 -8.7933 0.26
H -25.7297 -11.7868 -8.1944 0.01
H -27.3360 -11.6797 -7.5095 0.46
H -26.4791 -11.6641 -10.4436 -0.68
H -27.1907 -10.3474 -9.5104 0.76
H -29.2144 -10.4991 -11.3350 0.46
H -29.8643 -12.1381 -11.4108 0.48
H -28.2450 -11.8669 -12.0313 0.02
C -28.2887 -4.6192 -11.5003 -0.57
O -28.9861 -5.8132 -11.6705 -0.39
C -29.5854 -5.9040 -12.9949 -1.31
C -28.6099 -6.2826 -14.1766 2.07
N -29.1667 -5.7801 -15.4315 -0.36
C -28.3573 -6.0244 -16.6660 0.90
C -28.8890 -5.2055 -17.8582 -0.97
O -28.1777 -5.7652 -19.0119 -0.01
C -28.3098 -4.9661 -20.1619 -1.05
H -27.6117 -4.4090 -12.3284 0.12
H -27.6181 -4.6284 -10.6411 0.21
H -28.9102 -3.7306 -11.3900 0.43
H -30.0575 -4.9546 -13.2477 0.53
H -30.3886 -6.6408 -12.9996 0.18
H -28.4327 -7.3482 -14.3220 -0.44
H -27.6247 -5.8575 -13.9850 -0.72
H -29.9135 -6.4392 -15.5986 0.19
H -28.3558 -7.0839 -16.9218 -0.86
H -27.3482 -5.6927 -16.4217 0.25
H -28.6328 -4.1601 -17.6860 0.48
H -29.9709 -5.3238 -17.9180 0.18
H -27.8549 -5.3491 -21.0754 0.24
H -27.7774 -4.0261 -20.0170 0.36
H -29.3582 -4.7857 -20.3997 0.37
C -19.3107 -2.9992 -19.1304 -0.81
O -20.4246 -3.6803 -18.5077 -0.23
C -21.3699 -4.3116 -19.3842 -0.81
C -22.0697 -5.4778 -18.6629 -0.11
N -23.1553 -5.9998 -19.4882 -0.42
C -23.9913 -6.9952 -18.8082 -0.53
C -23.2094 -8.3426 -18.4159 1.03
O -22.2562 -8.5395 -19.4760 -0.54
C -21.5536 -9.8374 -19.5042 -0.46
H -18.7636 -2.5251 -18.3155 0.22
H -19.6034 -2.1996 -19.8108 0.32
H -18.6726 -3.6784 -19.6959 0.33
H -20.9150 -4.5325 -20.3499 0.42
H -22.0737 -3.5172 -19.6323 0.32
H -22.4688 -5.0549 -17.7410 0.11
H -21.3262 -6.2323 -18.4064 0.24
H -22.6259 -6.5439 -20.1544 0.40
H -24.7893 -7.2883 -19.4904 -0.05
H -24.4771 -6.6700 -17.8882 0.13
H -23.8963 -9.1883 -18.4481 -0.11
H -22.7548 -8.2695 -17.4279 0.03
H -20.8996 -9.8092 -18.6326 0.32
H -20.9438 -10.0669 -20.3780 0.33
H -22.2567 -10.6648 -19.4082 -0.14
C -29.8475 -11.2008 -14.9993 -0.51
O -30.6789 -10.4490 -15.8511 -0.57
C -29.9300 -9.5641 -16.6701 0.82
C -30.8091 -8.3490 -17.1676 -0.79
N -31.2323 -7.6697 -15.9735 -0.16
C -32.2887 -6.7139 -16.3174 -1.00
C -32.6999 -5.8116 -15.1826 -0.32
O -33.5382 -6.4842 -14.2340 -0.35
C -33.7663 -5.6843 -13.0775 -0.67
H -29.1163 -11.8532 -15.4766 0.09
H -30.4314 -11.8998 -14.4006 0.56
H -29.4904 -10.5958 -14.1659 0.12
H -29.4122 -10.0687 -17.4858 -0.07
H -29.1991 -9.0420 -16.0527 -0.37
H -31.6535 -8.6733 -17.7759 0.71
H -30.2138 -7.7421 -17.8499 0.02
H -31.4791 -8.4079 -15.3298 0.28
H -33.1056 -7.4119 -16.5001 0.60
H -32.0849 -6.1954 -17.2543 0.48
H -33.2558 -4.9936 -15.6408 0.44
H -31.7938 -5.4364 -14.7070 0.04
H -32.8497 -5.4602 -12.5319 0.20
H -34.5235 -6.1692 -12.4615 0.29
H -34.2076 -4.6979 -13.2201 0.31
C -26.1559 -10.5706 -16.8603 0.14
O -26.4411 -9.8039 -15.6664 0.89
C -25.5634 -8.7317 -15.4584 -0.13
C -24.1137 -9.0439 -14.9307 -0.96
N -24.0133 -9.3519 -13.5181 1.57
C -24.7233 -10.5570 -13.0225 0.44
C -24.2224 -11.8921 -13.5087 0.57
O -25.0752 -13.0144 -13.3405 0.82
C -26.1820 -13.0782 -14.2669 -0.55
H -25.1696 -11.0346 -16.8636 -0.32
H -26.2857 -9.9314 -17.7336 0.70
H -26.9161 -11.3495 -16.9201 -0.65
H -26.0386 -8.0520 -14.7511 -0.12
H -25.5239 -8.1536 -16.3817 -0.49
H -23.4474 -8.2014 -15.1161 0.08
H -23.7716 -9.8308 -15.6028 0.04
H -24.0594 -8.5385 -12.9212 -0.51
H -25.7645 -10.3526 -13.2720 0.54
H -24.7469 -10.5853 -11.9331 -0.38
H -23.2452 -12.1909 -13.1294 -0.01
H -23.9596 -11.8992 -14.5665 -1.10
H -25.8344 -13.2069 -15.2919 -0.41
H -26.7749 -12.1661 -14.1999 0.10
H -26.7920 -13.9488 -14.0259 0.01
C -22.0811 -8.5787 -7.8050 -1.60
C -21.7727 -9.2849 -9.1191 0.55
C -22.9399 -10.1800 -9.5659 0.01
O -22.6024 -11.1571 -10.5910 0.58
C -21.8560 -12.2689 -10.1568 -1.10
N -21.5087 -8.2471 -10.1411 -0.28
H -21.1642 -8.0657 -7.5148 0.44
H -22.2544 -9.3018 -7.0081 0.38
H -22.9457 -7.9169 -7.8554 0.16
H -20.8923 -9.9206 -9.0255 0.41
H -23.7024 -9.5303 -9.9955 -0.39
H -23.3311 -10.6736 -8.6763 -0.08
H -22.1287 -12.5433 -9.1378 0.20
H -20.7880 -12.0733 -10.0613 0.25
H -22.1727 -13.1021 -10.7843 0.20
H -21.5062 -8.7321 -11.0270 -0.05
H -20.5996 -7.8615 -9.9291 0.37
C -24.3441 -15.0461 -10.0315 -0.95
C -25.2954 -15.7820 -11.0434 -0.42
C -26.6966 -15.2227 -10.9977 0.16
O -27.5118 -15.9466 -11.9483 -0.47
C -28.8300 -15.5602 -11.8207 -0.59
N -24.7946 -15.6651 -12.4001 -0.42
H -24.3364 -13.9942 -10.3170 -0.20
H -23.3376 -15.4643 -10.0491 0.50
H -24.7342 -15.1414 -9.0182 0.29
H -25.3286 -16.8426 -10.7942 0.49
H -26.7953 -14.1561 -11.1993 -0.27
H -27.0005 -15.4395 -9.9736 0.71
H -28.9313 -14.4778 -11.8994 0.10
H -29.2265 -15.9797 -10.8962 0.33
H -29.3519 -16.0712 -12.6298 0.30
H -25.5152 -16.1383 -12.9265 0.23
H -24.7267 -14.7259 -12.7654 0.09
C -18.9086 -10.2513 -12.9802 -1.87
C -20.2221 -10.1231 -13.6929 0.67
C -20.5898 -11.4677 -14.4733 -0.18
O -19.7228 -11.6402 -15.5735 -0.48
C -20.1739 -12.6350 -16.5087 0.00
N -21.2669 -9.8236 -12.7263 1.37
H -19.0288 -10.8974 -12.1106 0.29
H -18.5846 -9.2763 -12.6162 0.33
H -18.1002 -10.5203 -13.6601 0.45
H -20.2189 -9.3792 -14.4895 0.02
H -21.6287 -11.4548 -14.8030 -0.12
H -20.5538 -12.3443 -13.8265 0.29
H -19.3880 -12.7764 -17.2507 0.37
H -21.0902 -12.2606 -16.9651 -0.14
H -20.2650 -13.6448 -16.1087 -0.01
H -21.4329 -10.6231 -12.1318 -0.42
H -22.1822 -9.6742 -13.1262 -0.45
C -21.5290 -17.1526 -16.2781 -1.09
C -21.9590 -16.1478 -15.1730 0.38
C -23.0279 -15.1397 -15.5916 1.06
O -22.5520 -14.3875 -16.7908 -0.46
C -23.5448 -13.6264 -17.4902 0.00
N -22.4426 -16.9479 -14.0297 -0.75
H -21.1546 -16.5638 -17.1155 0.30
H -22.2186 -17.8929 -16.6839 -0.14
H -20.6859 -17.6723 -15.8229 0.51
H -21.0535 -15.6707 -14.7982 0.11
H -23.4654 -14.5886 -14.7592 -0.50
H -23.9073 -15.7083 -15.8941 -0.22
H -24.3071 -14.2842 -17.9076 -0.25
H -23.0798 -13.2550 -18.4034 0.44
H -23.9714 -12.8469 -16.8590 -0.15
H -23.1343 -17.6219 -14.3255 0.27
H -22.9360 -16.3796 -13.3561 0.26
C -19.4325 -2.5731 -13.8245 -1.70
C -19.7599 -3.5387 -12.7411 0.95
C -19.4817 -5.0039 -13.0902 -0.78
O -20.1240 -5.4339 -14.3101 -0.12
C -19.8699 -6.7521 -14.7327 -0.43
N -18.9573 -3.2845 -11.6191 -0.78
H -20.0828 -2.8002 -14.6692 0.33
H -18.3761 -2.5797 -14.0929 0.32
H -19.6834 -1.5756 -13.4637 0.44
H -20.7681 -3.3060 -12.3983 0.21
H -19.8252 -5.6734 -12.3017 0.13
H -18.3984 -5.1107 -13.0326 0.54
H -19.5648 -7.3428 -13.8689 0.12
H -19.0273 -6.9012 -15.4079 0.32
H -20.8019 -7.1916 -15.0884 0.03
H -19.0505 -4.0057 -10.9183 0.23
H -19.3366 -2.4268 -11.2441 0.31
```

- HOMO (eV) = -7.96
- E_LUMO (eV) = 0.572
- Kohn-Sham gap (Ha) = 0.3136